[1]
The following is a quantum chemistry calculation of a molecular structure, C35H54BCdN6O2S7 in a non-equilibrium geometry, from the Open Molecules 2025 dataset.

Calculated values
Net charge ... +1
M ... 938.55 g mol⁻¹
Kohn-Sham gap ... 6.43 eV
2S+1 ... 1
Energy ... -131289.7852 eV
Energy above the lowest of the compared OMol25 structures with the same formula, charge and spin ... 268.2 kJ/mol

```
106
Properties=species:S:1:pos:R:3:lowdin_charge:R:1
Cd 0.710 -1.074 0.119 1.2154
C -2.571 -3.065 1.984 -0.5404
C -3.133 -3.295 0.586 -0.4961
S -2.268 -2.268 -0.665 0.6540
C -3.153 -2.731 -2.183 -0.4780
C -2.131 -3.415 -3.035 -0.4781
S -0.626 -3.562 -1.995 0.6652
C -0.534 -5.392 -1.790 -0.4978
C 0.773 -5.830 -1.196 -0.5074
S 1.569 -4.645 -0.055 0.7902
C 0.990 -5.230 1.523 -0.5398
C -0.484 -4.927 1.875 -0.4869
S -0.774 -3.148 2.132 0.7841
H -2.990 -3.814 2.710 0.1027
H -2.843 -2.051 2.328 0.0585
H -4.210 -3.014 0.534 0.0943
H -3.059 -4.346 0.332 0.0652
H -3.509 -1.761 -2.574 0.0710
H -3.963 -3.425 -1.940 0.0906
H -1.870 -2.810 -3.919 0.0787
H -2.447 -4.391 -3.373 0.0771
H -0.697 -5.858 -2.773 0.0851
H -1.408 -5.577 -1.166 0.0591
H 1.490 -5.972 -2.017 0.0707
H 0.681 -6.766 -0.677 0.0765
H 1.632 -4.767 2.241 0.0579
H 1.169 -6.299 1.509 0.0775
H -0.772 -5.443 2.798 0.0877
H -1.149 -5.279 1.107 0.0506
C 3.410 -3.596 -3.578 -0.0200
N 4.166 -2.960 -2.474 -0.1041
C 5.324 -3.457 -1.854 -0.0436
C 5.700 -2.540 -0.958 -0.0672
N 4.824 -1.470 -0.981 -0.0118
B 5.214 -0.061 -0.541 -0.5079
N 4.514 0.555 0.716 0.0153
C 4.839 1.833 1.187 -0.0674
C 4.222 2.052 2.349 -0.0618
N 3.472 0.937 2.634 -0.1275
C 2.444 0.814 3.661 -0.0567
C 3.614 0.003 1.606 -0.6929
S 2.818 -1.499 1.624 0.5352
C 3.799 -1.804 -1.842 -0.7367
S 2.390 -0.919 -2.139 0.5872
H 3.313 -4.679 -3.376 0.0892
H 3.927 -3.482 -4.534 0.0945
H 2.447 -3.117 -3.637 0.0299
H 5.777 -4.406 -2.185 0.1331
H 6.531 -2.495 -0.252 0.1346
H 6.397 0.134 -0.494 0.0698
H 5.106 0.771 -1.445 0.0741
H 5.513 2.476 0.580 0.1443
H 4.204 2.887 3.040 0.1281
H 2.829 1.365 4.524 0.0952
H 2.376 -0.210 3.999 0.0578
H 1.449 1.153 3.314 0.0741
O -0.486 0.481 1.531 -0.6835
S -1.987 0.908 1.659 0.9861
C -1.956 2.599 0.966 -0.2612
C -3.270 3.046 0.388 -0.2811
C -3.894 2.274 -0.587 -0.0537
C -5.038 2.722 -1.263 -0.0621
C -5.511 4.009 -1.008 -0.0805
C -4.875 4.802 -0.061 -0.0731
C -3.750 4.341 0.623 -0.0425
C -2.182 1.085 3.493 -0.2649
C -1.673 2.280 4.169 -0.2908
C -0.566 2.185 4.994 -0.0475
C -0.099 3.307 5.680 -0.0589
C -0.734 4.532 5.505 -0.0699
C -1.788 4.632 4.615 -0.0696
C -2.315 3.519 3.980 -0.0493
H -1.234 2.486 0.175 0.0735
H -1.590 3.320 1.701 0.0909
H -3.549 1.257 -0.760 0.0960
H -5.571 2.133 -2.001 0.1052
H -6.335 4.399 -1.573 0.1017
H -5.238 5.818 0.099 0.1107
H -3.279 4.987 1.390 0.1184
H -1.713 0.164 3.852 0.0981
H -3.258 0.962 3.608 0.1005
H -0.103 1.211 5.165 0.1165
H 0.781 3.220 6.333 0.1153
H -0.433 5.387 6.073 0.1032
H -2.257 5.582 4.463 0.1045
H -3.180 3.587 3.317 0.1111
C -1.483 0.851 -4.008 -0.0479
N -0.808 2.037 -3.489 -0.1385
C -1.359 3.335 -3.852 -0.0648
C 0.065 1.820 -2.410 -0.4816
O -0.031 0.798 -1.702 -0.1423
N 1.035 2.776 -2.165 -0.1254
C 1.442 3.798 -3.104 -0.0603
C 1.830 2.627 -0.964 -0.0609
H -1.772 0.959 -5.077 0.1057
H -2.372 0.611 -3.422 0.0754
H -0.784 0.041 -3.946 0.0744
H -2.439 3.255 -3.869 0.0819
H -0.992 3.669 -4.828 0.0910
H -1.135 4.103 -3.105 0.0857
H 1.208 3.492 -4.139 0.0959
H 2.527 3.930 -3.020 0.0968
H 0.979 4.771 -2.933 0.0844
H 1.199 2.376 -0.086 0.0781
H 2.353 3.566 -0.685 0.1014
H 2.576 1.823 -1.086 0.0556
```



[2]
The following is a quantum chemistry calculation of a molecular structure, C39H53ClF9N2O5PRhSSi in a non-equilibrium geometry, from the Open Molecules 2025 dataset.

Calculated values
Net charge ... +1
M ... 1030.33 g mol⁻¹
Kohn-Sham gap (alpha / beta) ... 6.70 / 6.70 eV
2S+1 ... 1
Energy ... -122513.3689 eV
Energy above the lowest of the compared OMol25 structures with the same formula, charge and spin ... 92.2 kJ/mol

```
113
Properties=species:S:1:pos:R:3:lowdin_charge:R:1
Rh -0.090 -0.031 0.584 0.5506
F -1.833 3.236 7.933 0.1415
C -1.232 2.050 8.119 -0.5853
F -0.163 2.254 8.905 0.1542
F -2.085 1.267 8.803 0.1542
C -0.838 1.406 6.817 -0.1030
C -0.110 0.221 6.856 0.0211
C 0.258 -0.398 5.678 -0.0515
C -0.098 0.170 4.456 -0.3212
C -0.835 1.345 4.430 -0.0635
C -1.212 1.970 5.610 0.0103
P 0.342 -0.688 2.897 1.0880
C 2.061 -1.182 3.194 -0.3535
C 2.909 -0.304 3.868 -0.0634
C 4.252 -0.607 4.014 0.0109
C 4.749 -1.782 3.473 -0.1106
C 3.919 -2.654 2.781 0.0122
C 2.580 -2.346 2.628 -0.0751
C 6.212 -2.115 3.585 -0.5837
F 6.415 -3.164 4.400 0.1555
F 6.931 -1.088 4.062 0.1456
F 6.720 -2.442 2.381 0.1454
C -0.707 -2.168 3.167 -0.3567
C -0.276 -3.375 3.703 -0.0578
C -1.186 -4.397 3.920 0.0109
C -2.528 -4.202 3.632 -0.1056
C -2.974 -2.996 3.112 0.0085
C -2.058 -1.987 2.875 -0.1390
C -3.487 -5.337 3.869 -0.5825
F -3.393 -5.800 5.128 0.1480
F -4.763 -4.972 3.666 0.1412
F -3.225 -6.370 3.047 0.1504
H 0.161 -0.211 7.810 0.1363
H 0.814 -1.326 5.705 0.1210
H -1.115 1.765 3.475 0.0559
H -1.787 2.885 5.596 0.1233
H 2.521 0.619 4.277 0.1189
H 4.916 0.073 4.528 0.1291
H 4.323 -3.558 2.345 0.1365
H 1.945 -2.994 2.038 0.1226
H 0.765 -3.529 3.954 0.1012
H -0.854 -5.349 4.312 0.1328
H -4.022 -2.854 2.889 0.1256
H -2.389 -1.047 2.450 0.0769
Cl -1.236 -1.731 -0.268 0.0913
N -1.989 3.767 -0.915 0.0287
C -1.509 4.233 0.413 -0.0998
C -0.969 3.011 1.153 -0.2137
N -1.901 1.859 1.162 -0.0544
C -2.774 1.657 -0.026 -0.2092
C -3.208 2.947 -0.718 -0.1052
H -1.234 3.092 -1.327 0.0680
H -2.146 4.534 -1.563 0.1774
H -2.346 4.692 0.941 0.1340
H -0.718 4.972 0.294 0.1420
H -0.737 3.282 2.182 0.1197
H -0.030 2.718 0.691 0.0386
H -2.516 1.947 1.962 0.1073
H -3.657 1.110 0.301 0.1353
H -2.266 1.042 -0.762 0.0311
H -3.919 3.514 -0.116 0.1338
H -3.664 2.715 -1.680 0.1310
C -2.155 -0.526 -5.637 -0.0131
C -2.692 -0.278 -4.231 -0.6219
C -3.958 0.569 -4.276 -0.0275
C -2.956 -1.606 -3.533 -0.0328
O -1.746 0.492 -3.449 -0.1710
Si -0.122 0.458 -3.420 -0.1077
S 0.301 1.418 -1.516 0.4961
O 0.626 1.379 -4.514 -0.1440
C 0.615 2.708 -5.042 -0.6346
C -0.051 2.652 -6.413 -0.0172
C 2.072 3.141 -5.164 -0.0165
C -0.146 3.671 -4.131 -0.0576
O 0.404 -1.044 -3.522 -0.1334
C 1.576 -1.770 -3.946 -0.6167
C 1.201 -3.241 -3.806 -0.0189
C 1.899 -1.428 -5.396 -0.0192
C 2.741 -1.411 -3.034 -0.0194
H -2.920 -1.007 -6.245 0.0979
H -1.284 -1.181 -5.592 0.0769
H -1.863 0.411 -6.115 0.0709
H -4.740 0.058 -4.837 0.0934
H -3.751 1.529 -4.754 0.0851
H -4.317 0.750 -3.261 0.0729
H -3.634 -2.214 -4.134 0.0950
H -3.400 -1.445 -2.552 0.0697
H -2.016 -2.144 -3.404 0.0714
H 0.470 1.935 -7.048 0.0962
H -0.021 3.632 -6.890 0.0935
H -1.091 2.337 -6.314 0.0716
H 2.588 2.507 -5.885 0.0901
H 2.569 3.041 -4.198 0.0902
H 2.137 4.178 -5.494 0.0920
H -1.153 3.282 -3.951 0.0722
H -0.214 4.649 -4.609 0.0930
H 0.393 3.769 -3.187 0.0558
H 0.320 -3.458 -4.411 0.0868
H 0.968 -3.464 -2.764 0.0878
H 2.021 -3.880 -4.134 0.0913
H 1.066 -1.692 -6.050 0.0865
H 2.784 -1.977 -5.719 0.0949
H 2.089 -0.360 -5.494 0.0726
H 2.443 -1.515 -1.991 0.0654
H 3.050 -0.377 -3.210 0.0903
H 3.587 -2.070 -3.229 0.0953
C 4.035 0.367 0.513 0.0425
C 2.540 0.235 0.607 -0.7345
O 1.986 -0.799 0.151 -0.0884
O 1.847 1.162 1.125 -0.1351
H 4.504 -0.606 0.635 0.0874
H 4.401 1.073 1.255 0.0931
H 4.279 0.742 -0.482 0.0993
```